Entry 1:
Below is the molecule C4H8O, with properties calculated with wB97M-V/def2-TZVPD.

CARTESIAN COORDINATES (ANGSTROEM)
O: -2.225 -0.789 0.705
C: -1.088 -0.921 0.404
C: -0.267 0.178 -0.042
C: 1.228 0.000 -0.323
C: 1.906 1.284 -0.556
H: -0.856 -2.141 0.348
H: -0.886 0.462 -0.919
H: -0.432 1.024 0.576
H: 1.723 -0.556 0.578
H: 1.196 -0.732 -1.168
H: 2.971 1.118 -0.619
H: 1.833 2.102 0.106
H: 1.571 1.790 -1.442

Spin multiplicity: 1
Relative energy (zero: lowest compared OMol25 entry of this formula, charge and spin): 134.2 kJ/mol
Molar mass: 72.11 g/mol
Kohn-Sham gap: 10.6 eV
E_HOMO: -9.6 eV
SMILES: CCCC=O

Here are the Löwdin charges for atoms 1 to 6, given in e: O 0.0397; C -0.3367; C -0.2064; C -0.2671; C -0.1382; H 0.1686

Entry 2:
Below is the molecule C4H8O, with properties calculated with wB97M-V/def2-TZVPD.

CARTESIAN COORDINATES (ANGSTROEM)
C: -1.234 -0.451 0.646
C: -0.143 0.062 -0.274
O: -0.656 0.724 -1.402
C: 1.278 -0.434 -0.429
C: 0.965 0.777 0.410
H: -0.927 -1.281 1.288
H: -2.130 -0.746 0.089
H: -1.521 0.389 1.288
H: -1.205 0.085 -1.875
H: 1.670 -1.325 0.054
H: 1.720 -0.219 -1.399
H: 0.999 0.626 1.487
H: 1.195 1.779 0.066

Spin multiplicity: 1
Relative energy (zero: lowest compared OMol25 entry of this formula, charge and spin): 110.1 kJ/mol
Molar mass: 72.11 g/mol
Kohn-Sham gap: 10.6 eV
E_HOMO: -9.6 eV
SMILES: CC1(O)CC1

Here are the Löwdin charges for atoms 1 to 6, given in e: C -0.0196; C -0.5787; O -0.0039; C -0.0656; C -0.0960; H 0.0843

Entry 3:
Below is the molecule C4H8O, with properties calculated with wB97M-V/def2-TZVPD.

CARTESIAN COORDINATES (ANGSTROEM)
C: 0.842 0.840 -0.972
C: -0.179 -0.043 -0.268
C: 0.121 -0.788 0.970
C: -0.837 0.350 1.026
H: 1.587 1.260 -0.186
H: 0.337 1.642 -1.538
H: 1.330 0.194 -1.734
H: -0.578 -1.545 -1.455
H: -0.211 -1.800 1.132
H: 1.115 -0.638 1.374
H: -0.578 1.253 1.578
H: -1.877 0.005 1.205
O: -1.072 -0.730 -1.133

Spin multiplicity: 1
Relative energy (zero: lowest compared OMol25 entry of this formula, charge and spin): 117.1 kJ/mol
Molar mass: 72.11 g/mol
Kohn-Sham gap: 11.0 eV
E_HOMO: -10.0 eV
SMILES: CC1(O)CC1

Here are the Löwdin charges for atoms 1 to 6, given in e: C -0.0204; C -0.5878; C -0.1149; C -0.0788; H 0.1150; H 0.0812

Entry 4:
Below is a cluster of 2 separate species, C4H8O in total, with properties calculated with wB97M-V/def2-TZVPD.

CARTESIAN COORDINATES (ANGSTROEM)
C: -1.400 1.272 0.982
C: -0.607 0.297 0.550
C: 0.637 0.536 -0.218
C: 1.796 -0.355 -0.085
O: 0.957 -0.422 -1.225
H: -2.297 1.064 1.558
H: -1.182 2.317 0.773
H: -1.520 -2.386 -1.473
H: -0.900 -1.976 -1.437
H: -0.840 -0.747 0.759
H: 0.823 1.571 -0.512
H: 2.798 0.035 -0.264
H: 1.736 -1.206 0.593

Spin multiplicity: 1
Relative energy (zero: lowest compared OMol25 entry of this formula, charge and spin): 271.3 kJ/mol
Molar mass: 72.11 g/mol
Kohn-Sham gap: 11.0 eV
E_HOMO: -9.8 eV
SMILES: C=C[C@H]1CO1.[H][H]

Here are the Löwdin charges for atoms 1 to 6, given in e: C 0.0148; C -0.1443; C -0.3110; C -0.1194; O -0.0832; H 0.0553

Entry 5:
Below is a cluster of 2 separate species, C4H8O in total, with properties calculated with wB97M-V/def2-TZVPD.

CARTESIAN COORDINATES (ANGSTROEM)
O: 0.407 -1.979 -2.357
C: 0.589 -0.813 -2.563
H: 1.390 -0.413 -3.193
H: 0.137 -0.011 -1.944
C: 0.177 -0.157 1.989
C: -0.291 0.088 0.595
C: -0.650 1.291 0.144
H: -0.674 -0.636 2.545
H: 0.408 0.743 2.563
H: 0.967 -0.914 2.062
H: -0.596 -0.820 0.075
H: -1.365 1.431 -0.664
H: -0.496 2.191 0.747

Spin multiplicity: 1
Relative energy (zero: lowest compared OMol25 entry of this formula, charge and spin): 188.4 kJ/mol
Molar mass: 72.11 g/mol
Kohn-Sham gap: 10.5 eV
E_HOMO: -9.6 eV
SMILES: C=CC.C=O

Here are the Löwdin charges for atoms 1 to 6, given in e: O 0.0004; C -0.1413; H 0.0770; H 0.0432; C -0.1223; C -0.2580

Entry 6:
Below is the molecule C4H8O, with properties calculated with wB97M-V/def2-TZVPD.

CARTESIAN COORDINATES (ANGSTROEM)
C: 1.139 -0.585 -0.281
C: -0.151 -0.290 0.507
C: -1.501 -0.348 -0.127
C: -0.808 0.979 -0.119
H: 2.219 0.337 0.913
H: 1.556 -1.580 -0.019
H: 1.097 -0.422 -1.316
H: -0.030 -0.304 1.573
H: -1.519 -0.799 -1.081
H: -2.401 -0.554 0.526
H: -1.318 1.696 0.455
H: -0.391 1.383 -1.027
O: 2.108 0.485 -0.003

Spin multiplicity: 1
Relative energy (zero: lowest compared OMol25 entry of this formula, charge and spin): 166.0 kJ/mol
Molar mass: 72.11 g/mol
Kohn-Sham gap: 11.3 eV
E_HOMO: -10.1 eV
SMILES: OCC1CC1

Here are the Löwdin charges for atoms 1 to 6, given in e: C -0.2029; C -0.2406; C -0.1405; C -0.1126; H 0.0445; H 0.1215

Entry 7:
Below is the molecule C4H8O2, with properties calculated with wB97M-V/def2-TZVPD.

CARTESIAN COORDINATES (ANGSTROEM)
C: -0.481 -1.380 -0.706
O: -0.858 -0.138 -1.264
C: -0.814 0.925 -0.344
C: 0.584 1.117 0.267
C: 1.070 -0.102 1.025
O: 0.593 -0.456 2.080
H: 0.448 -1.730 -1.180
H: -1.257 -2.127 -0.843
H: -0.361 -1.333 0.377
H: -1.550 0.781 0.462
H: -1.096 1.824 -0.903
H: 0.543 1.921 1.008
H: 1.293 1.383 -0.523
H: 1.886 -0.683 0.545

Spin multiplicity: 1
Relative energy (zero: lowest compared OMol25 entry of this formula, charge and spin): 198.9 kJ/mol
Molar mass: 88.11 g/mol
Kohn-Sham gap: 10.9 eV
E_HOMO: -10.0 eV
SMILES: COCCC=O

Here are the Löwdin charges for atoms 1 to 6, given in e: C -0.1071; O -0.1679; C -0.2212; C -0.1210; C -0.3079; O 0.0348

Entry 8:
Below is the molecule C4H8O2, with properties calculated with wB97M-V/def2-TZVPD.

CARTESIAN COORDINATES (ANGSTROEM)
C: 1.447 0.734 0.145
C: 0.569 -0.527 -0.088
O: 0.031 -0.969 1.167
C: -1.281 -0.476 0.843
C: -0.909 -0.416 -0.627
O: -1.150 0.759 -1.341
H: 0.889 1.597 0.528
H: 2.182 0.474 0.921
H: 2.039 1.067 -0.721
H: 1.194 -1.282 -0.584
H: -1.464 0.529 1.249
H: -2.072 -1.164 1.152
H: -1.241 -1.294 -1.201
H: -0.212 0.926 -1.443

Spin multiplicity: 1
Relative energy (zero: lowest compared OMol25 entry of this formula, charge and spin): 227.9 kJ/mol
Molar mass: 88.11 g/mol
Kohn-Sham gap: 10.8 eV
E_HOMO: -9.9 eV
SMILES: C[C@H]1OC[C@H]1O

Here are the Löwdin charges for atoms 1 to 6, given in e: C -0.0361; C -0.3030; O -0.0906; C -0.1218; C -0.3079; O -0.0035

Copy entry 6 word for word.
Below is the molecule C4H8O, with properties calculated with wB97M-V/def2-TZVPD.

CARTESIAN COORDINATES (ANGSTROEM)
C: 1.139 -0.585 -0.281
C: -0.151 -0.290 0.507
C: -1.501 -0.348 -0.127
C: -0.808 0.979 -0.119
H: 2.219 0.337 0.913
H: 1.556 -1.580 -0.019
H: 1.097 -0.422 -1.316
H: -0.030 -0.304 1.573
H: -1.519 -0.799 -1.081
H: -2.401 -0.554 0.526
H: -1.318 1.696 0.455
H: -0.391 1.383 -1.027
O: 2.108 0.485 -0.003

Spin multiplicity: 1
Relative energy (zero: lowest compared OMol25 entry of this formula, charge and spin): 166.0 kJ/mol
Molar mass: 72.11 g/mol
Kohn-Sham gap: 11.3 eV
E_HOMO: -10.1 eV
SMILES: OCC1CC1

Here are the Löwdin charges for atoms 1 to 6, given in e: C -0.2029; C -0.2406; C -0.1405; C -0.1126; H 0.0445; H 0.1215

- What is the E_HOMO in the third record?
  -10.0 eV

- Look up the molar mass of the first one.
  72.11 g/mol